[1]
C4H13NO5 | ωB97M-V/def2-TZVPD

Positions of all 23 atoms, in Å:
N (0.690, 0.184, 0.933)
C (-0.472, -0.053, 0.082)
C (-1.226, 1.236, -0.222)
C (-0.365, 2.308, -0.873)
O (0.152, 1.896, -2.134)
C (-1.452, -1.020, 0.735)
O (-2.093, -0.807, 1.725)
O (-1.523, -2.201, 0.061)
H (0.452, 0.759, 1.738)
H (1.079, -0.694, 1.270)
H (-0.127, -0.492, -0.845)
H (-2.064, 0.997, -0.881)
H (-1.693, 1.613, 0.694)
H (-0.981, 3.185, -1.068)
H (0.446, 2.607, -0.210)
H (0.989, 1.435, -1.952)
H (-2.226, -2.743, 0.452)
O (1.132, -2.810, 1.307)
H (0.412, -3.056, 0.710)
H (1.252, -3.592, 1.856)
O (2.579, 0.785, -1.270)
H (2.122, 0.495, -0.442)
H (2.918, -0.033, -1.667)

Cartesian forces, eV/Å:
0.26 0.10 0.03
-0.21 0.05 0.45
-0.19 0.05 -0.01
-0.02 -0.06 -0.48
-0.15 -0.09 0.41
0.00 -0.10 -0.03
0.00 -0.01 -0.03
-0.01 -0.05 -0.18
-0.02 -0.14 -0.15
-0.12 0.06 0.06
0.07 -0.15 -0.28
0.06 -0.02 -0.15
0.21 0.02 0.08
-0.05 0.07 0.09
0.07 0.04 0.10
0.09 0.12 -0.22
0.01 0.12 0.17
-0.10 -0.27 -0.07
0.00 0.13 -0.04
0.12 0.12 0.07
-0.14 -0.69 0.31
0.21 0.31 -0.23
-0.10 0.38 0.13

Energy above the lowest of the compared OMol25 structures with the same formula, charge and spin   9.6 kcal per mole
SMILES   N[C@H](CCO)C(=O)O.O.O
Orbital gap   10.089 eV
HOMO   -9.844 eV

Here are the Mulliken charges for atoms 1 to 5, given in e: number 1, N, carries -0.634; number 2, C, carries 0.647; number 3, C, carries -0.779; number 4, C, carries -0.648; number 5, O, carries -0.557

[2]
C7H16N2O2PS | ωB97M-V/def2-TZVPD

Positions of all 29 atoms, in Å:
C (0.151, 0.232, -0.518)
C (3.683, 0.938, 0.715)
C (-2.497, 1.416, -0.353)
C (-2.248, -0.868, 0.342)
C (4.437, -1.326, 0.348)
C (-0.415, 0.758, 0.820)
C (-1.956, 0.554, 0.772)
N (0.631, 1.281, -1.306)
N (3.594, -0.219, 0.056)
O (0.708, -2.444, 0.044)
O (1.391, -1.550, -2.170)
P (1.078, -1.258, -0.745)
S (2.592, 2.238, 0.534)
H (-1.863, 1.559, -1.218)
H (-2.761, 2.437, -0.139)
H (-3.404, 1.021, -0.693)
H (-2.033, -1.029, -0.650)
H (-3.301, -0.993, 0.648)
H (-1.456, -1.326, 0.985)
H (5.337, -1.100, 0.890)
H (3.873, -1.938, 1.119)
H (4.655, -1.766, -0.611)
H (-0.172, 1.786, 0.906)
H (0.060, 0.137, 1.614)
H (-2.416, 0.683, 1.681)
H (1.070, 2.051, -0.842)
H (1.327, 0.905, -1.934)
H (2.361, -0.614, -0.211)
H (4.435, 0.934, 1.535)

Cartesian forces, eV/Å:
1.44 3.43 0.40
-0.67 -1.82 -0.48
-0.05 1.58 0.33
0.45 0.49 4.19
-1.01 -0.63 1.55
-0.52 -2.25 -0.54
1.98 0.36 -3.70
-1.34 -2.73 -0.59
0.26 3.01 0.86
-0.76 -0.71 1.70
0.38 0.99 -1.09
-1.03 -2.33 -1.13
1.70 0.10 1.13
0.48 -0.65 -0.07
0.03 0.75 0.81
-1.51 -0.85 -0.69
0.24 -0.57 -2.28
0.48 -0.91 -0.38
-1.31 -1.31 -0.64
0.79 0.62 0.00
0.53 -0.26 -1.42
0.13 -0.96 0.08
0.36 0.90 0.39
-0.38 0.61 -0.27
-0.95 0.85 2.23
-0.06 0.61 0.67
-0.12 -0.01 -0.86
0.62 1.25 0.40
-0.15 0.44 -0.59

Energy above the lowest of the compared OMol25 structures with the same formula, charge and spin   16.2 kcal per mole
Charge   -1
Orbital gap (spin up / spin down)   6.775 / 6.778 eV
HOMO (spin up / spin down)   -3.640 / -3.641 eV

Here are the Mulliken charges for atoms 1 to 5, given in e: number 1, C, carries 0.291; number 2, C, carries -0.118; number 3, C, carries -1.450; number 4, C, carries -1.503; number 5, C, carries -0.998

[3]
C7H15B3Cl3O5P | ωB97M-V/def2-TZVPD

Positions of all 34 atoms, in Å:
C (4.237, -1.168, 0.330)
C (3.196, -1.808, -0.631)
P (1.992, -0.517, -1.208)
C (2.482, -0.011, -2.921)
B (0.313, -1.434, -1.297)
O (0.163, -2.814, -1.387)
B (-0.868, -3.332, -0.638)
O (-1.723, -2.530, 0.094)
B (-1.501, -1.170, -0.019)
C (-1.895, -0.214, 1.185)
O (-0.725, 0.307, 1.846)
C (-0.132, 1.433, 1.374)
C (-0.668, 2.173, 0.177)
O (0.855, 1.848, 1.967)
O (-0.877, -0.720, -1.168)
H (4.118, -1.594, 1.316)
H (5.231, -1.372, -0.046)
H (4.045, -0.105, 0.397)
H (2.591, -2.525, -0.087)
H (3.675, -2.314, -1.461)
H (3.562, -0.090, -2.988)
H (2.213, 1.022, -3.087)
H (2.083, -0.653, -3.695)
H (-1.045, -4.506, -0.618)
H (-2.379, -0.853, 1.916)
H (-2.628, 0.548, 0.927)
H (-0.369, 3.203, 0.318)
H (-0.201, 1.835, -0.737)
H (-1.745, 2.173, 0.083)
C (-4.863, 2.997, 2.098)
Cl (-3.316, 3.533, 2.752)
Cl (-5.772, 4.350, 1.431)
Cl (-4.609, 1.745, 0.874)
H (-5.440, 2.564, 2.903)

Cartesian forces, eV/Å:
-0.62 -0.47 -0.63
-0.18 0.57 0.04
0.14 0.47 0.56
-0.02 -0.51 0.11
0.00 -0.29 -1.63
0.13 0.31 0.97
-0.50 -0.88 -0.28
0.72 0.22 0.03
-0.80 0.25 -0.15
-0.31 -0.62 -0.23
-0.06 0.40 -0.53
1.67 0.67 1.03
-0.16 0.36 0.33
-1.45 -0.78 -0.76
0.72 0.34 0.90
0.17 -0.04 0.28
0.32 0.15 0.15
0.28 0.27 0.11
-0.04 -0.32 -0.02
0.01 -0.20 -0.15
0.24 0.08 0.13
-0.15 0.18 -0.11
-0.18 -0.02 -0.22
0.04 -0.01 -0.02
-0.02 0.03 0.33
0.46 -0.01 0.05
0.15 0.20 0.06
0.02 -0.36 -0.16
-0.18 -0.24 -0.12
0.10 0.12 -0.02
0.00 -0.03 0.01
0.00 -0.04 0.01
-0.47 0.21 -0.05
-0.01 -0.03 0.01

Orbital gap   8.730 eV
HOMO   -8.373 eV

Here are the Mulliken charges for atoms 1 to 5, given in e: number 1, C, carries -1.129; number 2, C, carries -0.510; number 3, P, carries 0.167; number 4, C, carries -1.241; number 5, B, carries 0.351

[4]
C5H8N2 | ωB97M-V/def2-TZVPD

Positions of all 15 atoms, in Å:
C (-1.245, -1.895, 0.007)
C (-0.181, -1.032, 0.671)
C (0.968, -1.139, -0.130)
N (1.443, 0.021, -0.523)
N (0.683, 0.918, 0.132)
C (0.698, 2.283, -0.332)
C (-0.276, 0.339, 0.889)
H (-1.151, -1.703, -1.079)
H (-2.235, -1.565, 0.291)
H (-1.111, -2.971, 0.139)
H (1.352, -2.086, -0.488)
H (0.237, 2.338, -1.327)
H (1.734, 2.604, -0.391)
H (0.128, 2.912, 0.355)
H (-0.876, 0.968, 1.541)

Cartesian forces, eV/Å:
-0.52 -0.20 0.41
-0.11 0.00 -1.03
0.65 0.14 -0.16
0.43 -0.01 0.36
0.14 0.15 0.25
0.14 0.22 0.09
-0.03 -0.02 -0.29
-0.27 -0.13 0.51
-0.34 -0.33 0.19
-0.16 0.08 0.25
0.13 0.24 -0.27
0.14 0.00 0.23
-0.06 0.22 -0.03
0.16 -0.07 -0.04
-0.30 -0.28 -0.48

Energy above the lowest of the compared OMol25 structures with the same formula, charge and spin   47.6 kcal per mole
SMILES   Cc1cnn(C)c1
Orbital gap   9.295 eV
HOMO   -8.396 eV

Here are the Mulliken charges for atoms 1 to 5, given in e: number 1, C, carries -1.172; number 2, C, carries 0.354; number 3, C, carries -0.458; number 4, N, carries -0.905; number 5, N, carries 0.633

[5]
C3H6O2S | ωB97M-V/def2-TZVPD

Positions of all 12 atoms, in Å:
C (1.001, -0.344, -2.518)
C (0.109, -0.131, 0.937)
C (-0.651, 0.842, 0.106)
O (1.813, -0.764, -1.747)
O (1.472, 0.157, 0.992)
S (-2.258, 0.581, -0.394)
H (1.165, -0.346, -3.611)
H (-0.071, -1.155, 0.562)
H (-0.250, -0.101, 1.979)
H (-0.237, 1.802, -0.136)
H (1.870, -0.070, 0.136)
H (-2.348, -0.694, 0.015)

Cartesian forces, eV/Å:
1.46 -0.70 1.68
-0.48 -0.12 0.16
0.18 -0.10 -0.20
-1.34 0.65 -1.36
0.77 0.06 -0.18
-0.39 -0.11 -0.01
-0.08 0.03 -0.39
-0.03 0.08 0.09
0.03 -0.09 -0.14
0.15 0.23 0.04
-0.22 0.07 0.34
-0.04 -0.01 -0.04

Energy above the lowest of the compared OMol25 structures with the same formula, charge and spin   106.5 kcal per mole
Orbital gap (spin up / spin down)   9.359 / 6.359 eV
HOMO (spin up / spin down)   -9.114 / -6.949 eV

Here are the Mulliken charges for atoms 1 to 5, given in e: number 1, C, carries 0.026; number 2, C, carries -0.475; number 3, C, carries -0.264; number 4, O, carries -0.370; number 5, O, carries -0.511

Values for E, eV, ordered as above
-16087.247; -34717.020; -66631.167; -8292.930; -18134.329